[1]
Entry from the OMol25 dataset: a 3-piece molecular cluster, C5H14O3 overall in a non-equilibrium geometry (the ωB97M-V functional and the def2-TZVPD basis).

Computed properties:
**HOMO level**: -10.3 eV
**Relative energy (zero: lowest compared OMol25 entry of this formula, charge and spin)**: 13.2 kJ/mol
**Gap between HOMO and LUMO**: 10.9 eV
**Structure (SMILES)**: CC(C)CC=O.O.O

```
! wB97M-V def2-TZVPD RIJCOSX def2/J DEFGRID3
* xyz 0 1
H 3.00145 -4.43275 -0.96215
H -1.38158 -0.50558 -1.91839
H -3.14706 0.56276 3.18690
H 0.27279 -1.22775 -1.71334
C -0.58705 -0.77152 -1.21421
H 0.68094 2.22895 -0.36334
C -0.22907 1.77488 -0.76897
H 1.16325 -1.09938 0.62020
C 1.08627 -0.01642 0.50186
O 3.74897 -4.31431 -0.36507
H -1.69596 3.40904 -1.05509
C -0.23284 0.32912 -0.21567
H 1.06938 0.35997 1.52834
H -1.04086 -1.61698 -0.67670
H 1.93244 0.36668 -0.07264
H -0.07154 1.77815 -1.84177
C -1.37295 2.62492 -0.34084
O -1.94987 2.54204 0.71785
O -2.35139 1.10057 3.08415
H -2.38228 1.35808 2.14719
H -1.01499 0.28635 0.52945
H 4.50195 -4.73683 -0.80776
*
```

***

[2]
Entry from the OMol25 dataset: C9H18AsCoF3O7S2Si as an isolated structure (the ωB97M-V functional and the def2-TZVPD basis).

Computed properties:
**HOMO level (alpha / beta)**: -2.8 / -2.6 eV
**Relative energy (zero: lowest compared OMol25 entry of this formula, charge and spin)**: 63.0 kJ/mol
**Gap between HOMO and LUMO (alpha / beta)**: 7.6 / 7.3 eV

```
! wB97M-V def2-TZVPD RIJCOSX def2/J DEFGRID3
* xyz -2 2
H 4.40390 0.54882 0.95007
C -4.75877 -1.12117 0.91544
H -5.03837 -0.84358 1.93356
C 1.58560 -0.39875 -0.25786
H -2.87352 -2.31393 -0.97734
H -3.41838 -0.94299 -2.00883
H 4.37628 -1.89344 -1.02900
H -2.21089 -2.24805 1.64502
H -4.62113 -2.20416 0.86277
H 4.57596 -2.97169 0.36774
H -1.89378 -0.75924 2.57816
H -5.56545 -0.82962 0.24185
H -1.73559 -1.06428 -1.55123
C 3.84234 -2.45643 -0.26017
Si 2.75849 -1.29899 0.75907
As -3.09259 -0.17917 0.39215
S 0.03978 3.84556 -0.46129
O -0.80929 2.72530 -0.04495
F 2.40091 2.83803 0.26822
Co -0.51106 1.47042 -1.78186
C 0.78050 0.31461 -0.84681
O 0.58984 3.57181 -1.78181
O -0.44989 5.16950 -0.19925
H 1.27198 -1.71280 2.70665
H 4.65675 -0.63605 2.25028
O -2.76470 0.04298 -4.24588
F 2.13473 4.91969 0.76078
H 1.19117 -3.05680 1.56832
C 3.89928 -0.10483 1.66468
O -2.04148 2.28017 -4.85537
C -2.75225 -1.25159 -1.20541
F 1.12418 3.40036 1.91965
H 2.58211 -2.91009 2.66059
C 1.86936 -2.34758 2.04850
S -1.96256 1.20121 -3.89122
C -1.90181 -1.20159 1.58072
H 3.32053 0.53162 2.33760
O -2.32586 1.70336 -2.47249
H 3.22883 -3.20672 -0.76437
H -0.89499 -1.13800 1.16474
C 1.50470 3.73030 0.67528
O -0.51492 0.79779 -3.61672
*
```

***

[3]
Entry from the OMol25 dataset: one molecule with the formula C5H13N3 in a non-equilibrium geometry (the ωB97M-V functional and the def2-TZVPD basis).

Computed properties:
**HOMO level**: -8.3 eV
**Relative energy (zero: lowest compared OMol25 entry of this formula, charge and spin)**: 183.2 kJ/mol
**Gap between HOMO and LUMO**: 9.1 eV
**Structure (SMILES)**: [H]/N=C\[C@@H](C)[C@@H](N)NC

```
! wB97M-V def2-TZVPD RIJCOSX def2/J DEFGRID3
* xyz 0 1
H -0.45290 -0.64370 -2.03606
H 0.40290 1.79600 -1.95984
C 0.33713 1.73804 -0.87056
N 0.36589 -1.16494 -1.74722
N -0.18959 0.97936 2.34736
H -2.21926 -1.20394 1.33790
C -1.66999 -0.83528 0.46524
N 1.20366 0.71635 -0.31350
H 1.72285 -1.35192 -0.21932
H -2.02354 -1.37405 -0.41806
H -0.02448 -2.02210 1.12316
C 0.78574 -0.83869 -0.44667
C 0.42249 -0.01534 1.76663
H -1.98051 0.20444 0.34111
H 0.58504 2.71613 -0.44660
H 1.10074 -1.03677 -2.43291
H 2.15386 0.86053 -0.64583
H -0.70855 1.55677 -0.62206
H 1.24868 -0.46943 2.33640
C -0.17946 -1.01621 0.71590
H -0.88071 1.40474 1.72494
*
```